This record from the Open Molecules 2025 dataset describes a molecular structure, C49H79AlFO22 in a non-equilibrium geometry. The level of theory is ωB97M-V with the def2-TZVPD basis set.

```
! RIJCOSX wB97M-V def2-TZVPD def2/J DEFGRID3
* xyz -1 1
O 1.72 -4.11 -3.38
H -6.25 0.06 1.77
C -6.26 2.37 4.13
H -2.75 4.57 5.43
H -7.17 2.61 2.19
H -6.67 9.29 -3.82
C -1.95 -7.32 -4.81
C -0.07 1.89 -1.15
C -5.62 3.45 -3.33
H 4.14 -5.14 -6.97
H 0.55 1.35 -3.27
C -7.38 8.30 -0.75
C -1.97 4.63 4.67
C 4.32 -10.24 -1.95
H -2.89 -5.58 -5.70
C 6.43 3.52 2.77
C -5.20 4.08 -2.03
H 1.65 2.30 1.26
H 4.26 -7.10 -0.98
C -6.61 0.57 2.66
H 6.56 5.77 8.48
C 2.42 -4.67 -4.18
O 7.30 0.26 2.16
O 5.41 5.26 5.82
O -3.48 3.23 -0.56
H 3.66 -3.38 -5.35
H -1.28 2.58 2.18
H -2.90 4.70 2.69
C 3.99 -7.92 -1.65
O 2.20 1.29 -1.89
O -3.53 2.58 -2.74
C -0.79 3.77 5.04
O -6.05 1.23 4.83
H 2.89 -9.44 -0.50
H 0.83 0.60 1.60
O -0.27 3.72 6.13
C 7.75 3.46 3.51
C 4.36 5.14 6.79
H -1.64 5.66 4.54
O -6.65 -2.15 1.85
C -6.36 2.06 2.65
C 3.84 -6.21 -5.09
H -2.42 -7.10 -3.85
F 1.76 -0.77 3.62
C -0.33 -6.62 -6.36
C 3.07 0.37 -2.51
C 6.41 4.85 7.91
H 8.32 4.39 3.43
C -4.99 -3.38 -0.99
C 1.63 1.35 1.92
H -6.40 -0.76 4.36
H 2.52 -5.83 -6.74
C 8.43 2.27 2.87
H 3.74 1.35 2.57
O -7.27 5.95 -1.29
H 3.49 -10.55 -2.59
H 1.33 1.71 2.96
O 7.68 5.29 5.90
H 4.25 -2.74 -1.58
C 2.99 -0.73 2.83
H 3.56 0.51 0.95
C -4.31 2.93 -3.89
H 5.64 3.95 3.38
H -0.29 1.17 -0.29
H 9.07 1.75 3.58
C 5.08 -8.20 -2.64
H -7.69 0.38 2.73
H -4.90 5.12 -2.16
H 2.05 -3.52 2.43
C 3.36 -5.34 -6.23
H 4.53 -3.14 1.90
O 4.10 0.85 -3.08
C -6.43 8.90 -2.83
O 0.72 -6.50 -6.94
H 2.02 -3.65 -6.04
H 3.07 -7.68 -2.19
C -2.41 4.00 3.36
H 3.52 4.59 6.35
H 0.18 -7.66 -4.55
C -7.38 9.42 -1.77
O 2.98 -5.89 -3.99
H 3.91 -0.74 3.52
C 4.97 4.39 7.95
H -4.21 -3.17 -1.72
C -2.58 -6.59 -5.97
H 0.49 -0.05 -2.09
H 2.14 -3.33 -0.61
O -6.32 3.47 4.62
O -6.60 7.48 -2.81
C -5.94 -2.71 1.05
H 4.33 -1.04 -0.74
H -6.13 4.13 -4.01
O -0.34 3.09 3.96
H -1.07 2.24 -1.59
H 7.57 3.26 4.57
H -3.43 -7.13 -6.38
C 2.86 -4.11 -5.51
H 7.10 4.07 8.25
H -3.77 3.70 -4.45
C 3.66 -1.82 -1.22
C 6.62 5.14 6.45
H -0.56 4.21 2.24
H 6.50 4.09 1.84
C -4.53 -4.25 0.15
C 3.08 0.62 1.97
H -5.98 4.00 -1.27
H 3.47 -1.59 -3.45
H 4.59 -9.24 -0.07
H 8.99 2.55 1.98
C -5.49 -2.14 -0.27
Al 3.07 -2.47 1.73
H -2.01 -8.40 -4.97
H -6.33 -1.68 -0.81
C 2.91 -1.21 -2.53
O 5.69 -7.38 -3.26
H -0.33 -5.95 -4.34
H -4.60 -5.31 -0.09
H -8.39 9.53 -2.20
H 4.87 -5.99 -4.80
C -3.99 3.26 -1.65
O 6.12 2.16 2.46
H -3.50 -4.03 0.45
H -5.40 2.31 2.18
C -0.50 -6.88 -4.89
H -4.45 2.06 -4.52
O -5.40 -3.93 1.24
H -6.58 8.41 -0.02
H -5.39 9.13 -2.60
C 7.26 1.42 2.47
H -4.70 -1.42 -0.10
C 3.88 -9.24 -0.90
H 1.53 -1.63 -0.33
H -5.82 -3.86 -1.52
H 1.84 -1.57 -2.63
C -7.11 7.09 -1.61
H 4.02 6.14 7.07
H 0.56 2.75 -0.75
H -6.29 2.60 -3.14
H -7.08 10.38 -1.36
C 2.46 -2.30 -0.21
H -3.11 3.18 3.56
O 5.27 -9.55 -2.76
C -1.12 3.46 2.81
H -8.35 8.21 -0.25
H -4.86 -0.08 3.77
O -1.55 -6.50 -6.96
H 4.93 3.31 7.76
C -5.92 0.12 3.92
H 4.78 -11.12 -1.51
C 0.81 1.04 -2.21
H 4.47 4.58 8.90
H 3.76 -7.27 -5.32
*
```

Output
M = 1066.1 g/mol
F_max = 4.3 eV Å⁻¹
calculated total energy = -106454.1945 eV


This record from the Open Molecules 2025 dataset describes 9 unconnected molecules or ions with the total composition C49H79Cl2IN5O17S in a non-equilibrium geometry. The level of theory is ωB97M-V with the def2-TZVPD basis set.

```
! RIJCOSX wB97M-V def2-TZVPD def2/J DEFGRID3
* xyz 1 1
H -2.87 3.66 0.38
C 0.86 -7.35 -8.19
O 1.74 1.51 11.40
C -1.14 8.86 3.75
H -2.62 -1.84 -7.23
H 6.93 -1.15 -4.09
C -0.60 7.83 4.74
C -1.24 2.83 4.73
H 8.03 0.86 -4.74
H -1.03 -0.22 3.58
C 3.32 -3.41 2.30
H -5.68 -2.88 -1.02
H -2.51 -3.03 0.39
H 0.41 6.51 3.32
H -0.06 -2.49 -1.28
C -1.49 -4.01 -8.70
C -4.62 -0.17 -1.79
H -1.26 3.83 10.61
Cl 1.90 1.94 0.57
C 2.24 -0.37 -5.18
O 5.14 -1.99 2.71
H 2.74 -0.66 9.81
H -1.30 7.03 4.98
H -3.67 -3.67 -8.47
C -0.44 -2.92 -8.71
H -2.03 5.88 9.51
H 1.81 -2.13 -3.93
C -3.73 -0.41 -4.18
H 4.73 -5.02 1.84
H -2.97 -3.10 -9.99
H -6.26 -2.87 1.42
H 3.26 -1.23 2.37
C -3.79 1.91 -0.15
H -4.31 -2.12 0.73
C -6.66 -2.92 -0.54
H 6.87 2.93 -4.50
C 2.87 -6.58 -9.18
H -1.47 -4.50 -7.73
H 5.29 1.00 9.90
C 6.51 2.12 -3.88
H -1.64 9.70 4.23
H 6.25 2.50 -2.89
O -0.63 -1.11 -3.25
H -3.19 4.71 8.87
O 0.75 -3.05 -8.83
C -2.65 -1.49 -1.17
N -3.00 0.63 -0.03
H 3.18 -3.33 1.22
H 4.85 -0.15 8.64
H 1.68 1.73 -5.32
H -7.43 -2.54 -1.21
H -1.34 -1.73 0.59
H 8.21 1.01 -3.00
H -2.47 0.73 3.85
H -2.96 -1.04 -8.77
H -1.01 1.64 0.09
C 5.27 1.49 -4.49
H 3.16 1.39 7.75
O 0.27 10.31 2.38
Cl 0.11 -4.10 0.40
H -0.32 8.32 5.67
O 2.81 2.26 9.59
C -1.30 3.82 9.52
H 3.50 -1.99 3.95
C -2.78 -3.22 -8.92
C -1.88 -2.34 -0.15
C -2.75 0.34 1.30
H 0.68 4.75 9.41
S -3.33 -1.74 3.02
O -0.28 -7.43 -7.83
H 2.39 -3.80 2.72
H -6.48 -0.31 0.06
C 2.96 -8.05 -8.79
H -6.25 -0.52 1.77
H 2.62 -6.50 -10.24
O 0.20 0.56 -4.45
C 1.69 -6.10 -8.34
H 0.60 3.14 8.67
C -2.14 4.95 8.95
O -1.61 5.17 7.62
H 1.12 -5.31 -8.82
C -4.49 -1.05 0.67
C 0.60 0.97 1.23
H 1.42 6.99 4.70
C 0.12 9.34 3.05
O 5.35 0.14 -4.38
N -3.72 -0.47 1.85
O 4.33 2.06 -4.97
H 4.39 2.54 8.30
N -6.72 -2.25 0.76
C -3.74 -0.55 -0.60
H 3.34 -8.68 -9.58
C -3.87 0.51 -2.97
O -1.02 -1.71 -8.52
H -2.04 -1.96 2.73
C 4.46 0.60 9.33
C -1.49 0.74 3.38
C 5.67 -3.23 2.59
H -4.85 1.70 0.01
N -1.72 0.87 1.91
H -1.80 8.42 3.00
H 2.93 -0.07 -4.40
H -5.44 0.48 -1.49
H 4.51 -4.72 3.58
C 3.73 1.74 8.62
H 3.56 -8.20 -7.89
H -1.70 2.86 9.21
H 2.82 -0.64 -6.05
C 7.48 0.94 -3.81
H -3.68 2.30 -1.15
H -2.26 2.76 5.08
H -0.63 3.69 5.01
H 3.80 -6.03 -9.01
O 1.13 8.45 3.27
C 3.38 0.09 10.28
H -2.89 0.88 -2.64
H 0.92 -2.10 -5.47
C 0.20 -0.71 -4.03
C -0.79 -3.16 -0.84
O 6.85 -3.43 2.51
I -5.43 -0.17 -5.47
H -3.74 -1.46 -3.91
H -1.30 -4.73 -9.48
H 3.78 -0.30 11.21
C 6.54 -0.24 -3.66
H -1.92 -0.87 -1.67
H -1.20 -3.84 -1.58
H 6.26 -0.42 -2.62
O 1.60 -8.44 -8.49
C -0.34 4.71 7.54
C 1.33 -1.49 -4.66
C -6.03 -0.97 0.80
H -5.06 -1.09 -2.17
H -0.72 2.67 1.46
H -4.45 1.38 -3.26
H -4.19 3.30 1.28
N -3.38 2.91 0.83
C 1.25 0.75 -5.45
H 0.80 0.68 -6.43
C 0.05 4.06 8.85
O 0.79 -0.14 1.65
C 4.55 -4.26 2.59
C -0.72 1.90 3.92
H -3.06 -2.18 -1.90
C 3.72 -2.06 2.88
C 0.64 7.32 4.02
H 2.00 -5.77 -7.35
H 0.33 1.98 3.65
O 0.33 4.85 6.56
C -0.75 1.63 1.15
C -2.43 -1.87 -8.30
H -2.81 -0.22 -4.74
H -6.88 -3.98 -0.39
C 2.54 1.33 10.54
*
```

Output
M = 1240.1 g/mol
F_max = 1.9 eV Å⁻¹
calculated total energy = -138328.5087 eV


What is the formula in the second record?
C49H79Cl2IN5O17S